## 1
Entry from the OMol25 dataset: a cluster of 2 separate species, C4H10OSi in total (ωB97M-V with the def2-TZVPD basis set).

Properties
LUMO energy (spin up / spin down) = 0.4 / 0.0 eV
E_HOMO (spin up / spin down) = -7.95 / -7.64 eV
Kohn-Sham gap (spin up / spin down) = 0.30710 / 0.28253 hartree
charge = 0

Each line ends with the Löwdin charge.
Atoms and positions in Å:
C1 1.364 0.198 -0.985  -0.1746
C2 0.224 2.792 -0.687  -0.0125
C3 -1.450 -0.240 0.820  -0.1474
C4 0.675 -2.515 0.509  -0.1770
O1 0.299 -0.398 -1.582  -0.2316
Si1 0.185 -0.765 0.066  0.5292
H1 1.354 1.445 -1.042  0.0171
H2 -0.465 2.392 -1.439  0.0107
H3 0.769 3.755 -0.816  0.0060
H4 0.277 2.410 0.391  0.0151
H5 -1.627 0.812 0.572  0.0252
H6 -2.103 -0.894 0.251  0.0359
H7 -1.633 -0.307 1.859  0.0172
H8 1.468 -3.083 0.137  0.0046
H9 0.813 -2.351 1.604  0.0367
H10 -0.149 -3.252 0.343  0.0455


## 2
Entry from the OMol25 dataset: a cluster of 2 separate species, C4H10OSi in total (ωB97M-V with the def2-TZVPD basis set).

Properties
LUMO energy = 0.7 eV
E_HOMO = -7.85 eV
Kohn-Sham gap = 0.31527 hartree
charge = 0

Each line ends with the Löwdin charge.
Atoms and positions in Å:
C1 -2.100 -1.641 0.078  -0.2597
Si1 -1.569 0.032 -0.461  0.6887
C2 -2.155 1.838 -0.242  -0.3043
H1 -2.394 -2.053 1.022  -0.0697
H2 -1.365 -2.292 -0.397  -0.0787
H3 -1.124 0.157 -1.877  -0.0510
H4 -1.335 2.634 -0.378  0.0457
H5 -2.802 2.014 -1.140  0.0164
H6 -2.722 2.000 0.709  0.0204
C3 2.764 -0.903 0.012  -0.0433
C4 2.286 0.395 0.734  -0.2964
O1 1.174 0.848 0.643  -0.0171
H7 2.064 -1.065 -0.819  0.0713
H8 3.809 -0.985 -0.274  0.0661
H9 2.499 -1.640 0.805  0.0925
H10 2.969 0.661 1.586  0.1191


## 3
Entry from the OMol25 dataset: a structure of composition C4H10OSi (ωB97M-V with the def2-TZVPD basis set).

Properties
LUMO energy = 0.1 eV
E_HOMO = -8.22 eV
Kohn-Sham gap = 0.30449 hartree
charge = 0

Each line ends with the Löwdin charge.
Atoms and positions in Å:
C1 0.429 -0.214 -1.284  -0.6747
C2 -0.471 -1.160 -2.180  -0.0590
C3 -0.919 -0.767 1.743  -0.1904
C4 0.836 1.965 1.117  -0.1682
O1 1.420 -0.760 -0.662  -0.1673
Si1 -0.115 0.393 0.458  0.9680
H1 0.792 0.601 -1.897  0.0889
H2 -1.018 -0.565 -2.853  0.0514
H3 -0.997 -1.899 -1.551  0.0801
H4 0.241 -1.633 -2.735  0.0319
H5 -1.951 -0.855 1.512  0.0056
H6 -0.565 -1.741 1.790  0.0013
H7 -0.647 -0.421 2.765  0.0444
H8 0.135 2.535 1.579  -0.0225
H9 1.588 1.920 1.806  -0.0035
H10 1.241 2.601 0.392  0.0141


## 4
Entry from the OMol25 dataset: a cluster of 2 separate species, C4H10OSi in total (ωB97M-V with the def2-TZVPD basis set).

Properties
LUMO energy (spin up / spin down) = -1.4 / 0.1 eV
E_HOMO (spin up / spin down) = -8.94 / -9.46 eV
Kohn-Sham gap (spin up / spin down) = 0.27590 / 0.35056 hartree
charge = 0

Each line ends with the Löwdin charge.
Atoms and positions in Å:
C1 1.299 -0.385 -0.870  -0.5499
C2 0.676 -0.907 -2.193  -0.0385
C3 0.631 -1.054 2.145  0.1335
C4 0.816 0.826 -0.175  -0.1670
O1 2.371 -0.932 -0.646  0.0184
Si1 -0.960 1.493 -0.247  0.6239
H1 0.852 -0.075 -2.860  0.0677
H2 -0.369 -1.264 -2.227  0.0768
H3 1.365 -1.744 -2.534  0.0987
H4 1.079 -0.701 3.065  0.0064
H5 -0.278 -0.720 1.835  -0.0663
H6 1.270 -1.574 1.452  -0.0111
H7 1.589 1.316 0.372  0.0488
H8 -1.223 2.341 0.917  -0.0795
H9 -1.921 0.495 -0.098  -0.1151
H10 -1.182 1.899 -1.732  -0.0468


Energies relative to the minimum, kcal/mol: 1 53.2; 2 13.1; 3 0.0; 4 54.6


## 1
Entry from the OMol25 dataset: a cluster of 2 separate species, CH2F3P in total (ωB97M-V with the def2-TZVPD basis set).

Properties
LUMO energy (spin up / spin down) = -1.0 / -1.0 eV
E_HOMO (spin up / spin down) = -9.82 / -9.82 eV
Kohn-Sham gap (spin up / spin down) = 0.32363 / 0.32548 hartree
charge = 0

Each line ends with the Löwdin charge.
Atoms and positions in Å:
C1 0.319 0.636 -0.427  0.1347
F1 0.843 -0.206 -4.430  -0.2821
F2 0.446 -2.487 -4.223  -0.1985
F3 -1.301 -1.085 -4.394  -0.2337
P1 -0.030 -1.248 -3.487  0.7539
H1 -0.409 1.025 -1.123  -0.0960
H2 -0.018 -0.183 0.200  -0.0783


## 2
Entry from the OMol25 dataset: an isolated molecule of CH2F3P (ωB97M-V with the def2-TZVPD basis set).

Properties
LUMO energy = 0.0 eV
E_HOMO = -9.71 eV
Kohn-Sham gap = 0.35527 hartree
charge = 0

Each line ends with the Löwdin charge.
Atoms and positions in Å:
C1 -0.130 -0.323 -0.278  -0.1914
P1 -1.877 0.059 -0.554  0.6517
F1 -2.840 -1.077 -0.191  -0.1022
F2 -2.910 1.296 -0.566  -0.1783
F3 -2.226 -0.123 -2.124  -0.1810
H1 0.595 0.438 -0.580  -0.0284
H2 0.101 -0.442 0.886  0.0296


Energies relative to the minimum, kcal/mol: 1 55.4; 2 0.0


## 1
Entry from the OMol25 dataset: an isolated molecule of C4H10NOP (ωB97M-V with the def2-TZVPD basis set).

Properties
LUMO energy = 0.9 eV
E_HOMO = -8.16 eV
Kohn-Sham gap = 0.33345 hartree
charge = 0

Each line ends with the Löwdin charge.
Atoms and positions in Å:
C1 -2.777 -0.222 -0.184  -0.1332
C2 -1.984 1.080 -0.166  -0.1745
C3 -0.655 1.128 -0.055  -0.1716
N1 0.322 -0.051 0.103  -0.2216
P1 1.844 0.317 -0.562  0.7654
C4 2.559 -1.325 -0.070  -0.2852
O1 2.493 1.354 0.564  -0.3060
H1 -2.668 -0.609 0.858  0.0737
H2 -2.427 -0.962 -1.066  0.1193
H3 -3.880 -0.124 -0.144  0.0593
H4 -2.661 1.883 -0.205  0.0752
H5 -0.190 2.012 -0.031  0.0354
H6 -0.041 -0.995 -0.050  0.0761
H7 3.689 -1.336 -0.071  0.0577
H8 2.081 -1.759 0.757  0.0066
H9 2.440 -2.088 -0.827  0.0188
H10 1.855 1.697 1.148  0.0045


## 2
Entry from the OMol25 dataset: a cluster of 2 separate species, C4H10NOP in total (ωB97M-V with the def2-TZVPD basis set).

Properties
LUMO energy (spin up / spin down) = -0.1 / -0.1 eV
E_HOMO (spin up / spin down) = -7.99 / -7.99 eV
Kohn-Sham gap (spin up / spin down) = 0.28978 / 0.28975 hartree
charge = 0

Each line ends with the Löwdin charge.
Atoms and positions in Å:
C1 -0.908 2.464 -0.603  -0.3802
C2 -1.199 -1.240 -0.422  -0.1510
C3 -0.617 -0.556 0.819  0.0308
C4 2.254 0.086 -0.068  -0.4389
N1 0.924 0.724 -0.021  -0.3256
O1 2.821 -0.127 1.156  -0.0305
P1 0.398 1.668 -1.209  0.7456
H1 -1.631 3.024 -1.078  -0.0694
H2 -1.390 2.208 0.422  0.0181
H3 -1.609 -0.497 -1.183  0.0766
H4 -0.467 -1.739 -0.982  0.0482
H5 -2.047 -1.750 -0.185  0.0337
H6 -1.297 0.238 1.183  0.0559
H7 -0.067 -1.250 1.519  0.0979
H8 2.181 -0.850 -0.615  0.1032
H9 2.817 0.688 -0.782  0.0885
H10 3.354 0.633 1.418  0.0970


## 3
Entry from the OMol25 dataset: an isolated molecule of C4H10NOP (ωB97M-V with the def2-TZVPD basis set).

Properties
LUMO energy (spin up / spin down) = 0.2 / 0.2 eV
E_HOMO (spin up / spin down) = -7.49 / -7.49 eV
Kohn-Sham gap (spin up / spin down) = 0.28207 / 0.28209 hartree
charge = 0

Each line ends with the Löwdin charge.
Atoms and positions in Å:
C1 0.636 1.130 0.900  -0.1517
C2 1.935 -0.292 -0.773  -0.0569
C3 -2.189 -1.688 0.164  -0.2472
C4 1.230 1.047 -0.450  -0.2262
N1 -0.533 0.664 1.230  -0.0533
O1 -1.529 0.586 -1.336  -0.5437
P1 -2.094 0.276 0.012  0.7111
H1 1.224 1.664 1.637  0.1198
H2 2.216 -0.724 0.086  0.0276
H3 2.830 -0.091 -1.447  0.1075
H4 1.308 -0.889 -1.278  0.0276
H5 -3.080 -1.759 -0.448  0.0140
H6 -1.213 -2.024 -0.027  -0.0048
H7 -2.400 -1.931 1.137  -0.0299
H8 0.353 1.352 -1.004  0.0654
H9 2.066 1.913 -0.612  0.1570
H10 -0.760 0.765 2.207  0.0835


## 4
Entry from the OMol25 dataset: an isolated molecule of C4H10NOP (ωB97M-V with the def2-TZVPD basis set).

Properties
LUMO energy = 0.8 eV
E_HOMO = -8.38 eV
Kohn-Sham gap = 0.33765 hartree
charge = 0

Each line ends with the Löwdin charge.
Atoms and positions in Å:
C1 -0.149 2.781 1.681  -0.0880
O1 0.500 1.506 1.485  -0.3679
P1 0.538 0.032 0.774  0.7420
N1 -0.373 -1.199 1.131  -0.2354
C2 -0.644 -2.008 -0.034  -0.3613
C3 -0.556 -1.141 -1.304  -0.2540
C4 0.538 -0.094 -1.075  -0.2597
H1 0.442 3.307 2.428  0.0826
H2 -0.142 3.335 0.740  0.0790
H3 -1.178 2.656 2.018  0.0816
H4 1.868 -0.036 1.184  0.0349
H5 -1.639 -2.448 0.079  0.0942
H6 0.081 -2.829 -0.077  0.0960
H7 -0.363 -1.758 -2.182  0.1005
H8 -1.518 -0.638 -1.432  0.1014
H9 1.523 -0.463 -1.373  0.0793
H10 0.342 0.845 -1.590  0.0748


Energies relative to the minimum, kcal/mol: 1 2.0; 2 74.8; 3 13.4; 4 0.0